The following is a DFT calculation (ωB97M-V with the def2-TZVPD basis set) of the molecule C6H9NO.

- HOMO level (alpha / beta) (Ha) = -0.26542 / -0.26111
- multiplicity = 1
- energy relative to the best compared isomer or geometry (same formula, charge and spin) (kcal/mol) = 134.71

Atoms and positions in Å:
C (1.275, 0.942, -0.398)
C (1.819, -0.041, 0.557)
C (-1.784, 1.378, -0.005)
C (-0.321, -1.196, -0.072)
C (-0.893, 0.252, -0.406)
C (1.048, -1.273, 0.267)
O (-1.078, -2.230, 0.488)
N (-1.027, -0.642, -1.291)
H (-1.578, -2.652, -0.224)
H (1.518, 0.810, -1.443)
H (0.967, 1.929, -0.081)
H (1.497, -2.258, 0.346)
H (1.736, 0.269, 1.605)
H (2.884, -0.239, 0.371)
H (-1.276, 2.082, 0.653)
H (-2.141, 1.899, -0.896)
H (-2.647, 0.969, 0.527)

Mulliken population analysis, charges in e, atoms 1 to 2: number 1, C, carries -1.017; number 2, C, carries -0.283